C36H78Br2ClIN3O21S7 | ωB97M-V/def2-TZVPD

Each atom is followed by the atoms it is bonded to, with distances in Å.
Element x y z (Å)
1 I 2.702 -7.374 -11.034  C38 2.223
2 Br -3.290 -11.265 -8.830  C56 2.040
3 Br -5.202 -8.509 -8.308  C59 2.040
4 Cl 1.153 -4.515 -6.659  C48 1.857
5 S 0.336 -1.867 -0.992  O17 1.447, O26 1.629, O30 1.448, C45 1.776
6 S 2.854 -3.343 -14.577  O14 1.448, O24 1.629, O29 1.447, C39 1.776
7 S 1.474 5.088 8.380  O25 1.629, O31 1.447, O32 1.448, C64 1.776
8 S 2.444 5.087 0.980  O20 1.629, O22 1.448, O23 1.447, C63 1.776
9 S -9.957 -6.733 -11.743  O13 1.629, O18 1.448, O28 1.447, C43 1.776
10 S 3.456 8.052 13.065  O16 1.447, O19 1.448, O27 1.629, C44 1.776
11 S 1.214 11.146 19.980  O12 1.448, O15 1.629, O21 1.447, C36 1.776
12 O 2.031 11.038 18.790  S11 1.448
13 O -9.386 -7.758 -10.612  S9 1.629, C58 1.420
14 O 3.748 -3.144 -13.456  S6 1.448
15 O 1.785 10.122 21.111  S11 1.629, C62 1.420
16 O 2.240 8.654 12.564  S10 1.447
17 O -1.004 -1.687 -0.478  S5 1.447
18 O -9.139 -6.842 -12.933  S9 1.448
19 O 4.764 8.601 12.773  S10 1.448
20 O 2.767 5.789 2.415  S8 1.629, C46 1.420
21 O 0.931 12.419 20.606  S11 1.447
22 O 1.325 5.768 0.363  S8 1.448
23 O 2.472 3.650 1.149  S8 1.447
24 O 3.627 -4.203 -15.725  S6 1.629, C55 1.420
25 O 2.472 6.121 9.149  S7 1.629, C53 1.420
26 O 1.335 -0.834 -0.222  S5 1.629, C68 1.420
27 O 3.315 7.846 14.675  S10 1.629, C66 1.420
28 O -10.240 -5.460 -11.117  S9 1.447
29 O 1.520 -3.879 -14.414  S6 1.447
30 O 0.628 -1.836 -2.409  S5 1.448
31 O 0.133 5.268 8.894  S7 1.447
32 O 1.766 5.119 6.962  S7 1.448
33 N -2.290 -4.796 -3.837  C47 1.512, H136 1.055, H144 1.061
34 N -2.702 -7.161 -7.001  C49 1.513, C52 1.531, C59 1.514
35 N -1.509 -5.053 -6.401  C47 1.510, C48 1.509, C52 1.521
36 C -0.325 10.311 19.684  S11 1.776, H87 1.091, H113 1.092, H131 1.091
37 C 2.385 9.900 15.571  C66 1.517, H98 1.094, H105 1.095, H121 1.094
38 C 0.742 -6.345 -10.832  I1 2.223, C61 1.671, H78 1.177, H84 1.172
39 C 2.741 -1.820 -15.483  S6 1.776, H85 1.092, H133 1.091, H134 1.091
40 C 0.505 -1.575 -6.042  C71 1.673, H86 1.177, H122 1.190, H137 1.193
41 C -1.295 -6.039 -9.082  C52 1.640, C61 1.640, H76 1.180, H89 1.190
42 C -3.949 -7.789 -4.473  C49 1.641, C69 1.655, H99 1.186, H109 1.177
43 C -11.496 -7.568 -12.039  S9 1.776, H77 1.091, H81 1.091, H106 1.092
44 C 3.456 6.332 12.623  S10 1.776, H93 1.092, H104 1.091, H112 1.091
45 C 1.004 -3.365 -0.311  S5 1.776, H90 1.091, H124 1.092, H148 1.091
46 C 1.714 5.929 3.357  O20 1.420, C50 1.517, H143 1.095, H146 1.095
47 C -2.261 -5.505 -5.171  N33 1.512, N35 1.510, C49 1.673
48 C -0.595 -3.887 -6.686  Cl4 1.857, N35 1.509, C71 1.636, H75 1.194
49 C -3.050 -6.932 -5.546  N34 1.513, C42 1.641, C47 1.673
50 C 1.448 4.624 4.085  C46 1.517, H73 1.094, H103 1.094, H142 1.095
51 C -0.875 -9.796 -7.496  C56 1.643, H74 1.183, H117 1.191, H138 1.170
52 C -1.798 -6.041 -7.521  N34 1.531, N35 1.521, C41 1.640
53 C 2.534 7.468 8.704  O25 1.420, C67 1.517, H101 1.095, H140 1.095
54 C 3.186 -6.545 -15.270  C55 1.517, H83 1.094, H102 1.094, H118 1.095
55 C 4.222 -5.441 -15.365  O24 1.420, C54 1.517, H82 1.095, H132 1.095
56 C -2.449 -9.634 -7.938  Br2 2.040, C51 1.643, C59 1.510
57 C 0.215 1.317 -0.161  C68 1.517, H100 1.095, H107 1.094, H127 1.094
58 C -8.013 -7.683 -10.256  O13 1.420, C70 1.517, H88 1.095, H128 1.095
59 C -3.263 -8.388 -7.688  Br3 2.040, N34 1.514, C56 1.510
60 C -1.937 -7.766 -2.535  C69 1.497, H79 1.175, H92 1.189
61 C 0.118 -6.824 -9.358  C38 1.671, C41 1.640, H97 1.193, H135 1.173
62 C 3.157 10.196 21.467  O15 1.420, C65 1.517, H91 1.095, H108 1.095
63 C 3.933 5.585 0.151  S8 1.776, H95 1.091, H115 1.092, H129 1.091
64 C 2.141 3.590 9.060  S7 1.776, H72 1.092, H80 1.091, H96 1.091
65 C 3.420 11.350 22.415  C62 1.517, H123 1.094, H125 1.095, H130 1.094
66 C 3.569 8.952 15.528  O27 1.420, C37 1.517, H119 1.095, H141 1.095
67 C 1.352 8.272 9.211  C53 1.517, H110 1.094, H120 1.095, H139 1.094
68 C 1.397 0.513 -0.668  O26 1.420, C57 1.517, H126 1.095, H147 1.095
69 C -3.384 -7.735 -2.918  C42 1.655, C60 1.497, H114 1.176
70 C -7.751 -6.529 -9.307  C58 1.517, H111 1.094, H116 1.094, H145 1.095
71 C -0.803 -2.572 -5.736  C40 1.673, C48 1.636, H94 1.170, H149 1.189
72 H 1.541 2.755 8.692  C64 1.092
73 H 0.737 4.775 4.901  C50 1.094
74 H -0.212 -10.007 -8.452  C51 1.183
75 H -0.844 -3.537 -7.800  C48 1.194
76 H -1.324 -4.926 -9.471  C41 1.180
77 H -11.288 -8.558 -12.450  C43 1.091
78 H 0.039 -6.640 -11.728  C38 1.177
79 H -1.569 -8.169 -1.495  C60 1.175
80 H 2.082 3.638 10.149  C64 1.091
81 H -12.044 -7.644 -11.098  C43 1.091
82 H 4.786 -5.346 -14.430  C55 1.095
83 H 2.510 -6.377 -14.427  C54 1.094
84 H 0.983 -5.198 -10.874  C38 1.172
85 H 2.180 -1.106 -14.876  C39 1.092
86 H 0.894 -1.690 -7.147  C40 1.177
87 H -0.873 10.235 20.624  C36 1.091
88 H -7.381 -7.615 -11.148  C58 1.095
89 H -2.126 -6.622 -9.702  C41 1.190
90 H 0.945 -3.317 0.777  C45 1.091
91 H 3.789 10.264 20.575  C62 1.095
92 H -1.133 -7.328 -3.294  C60 1.189
93 H 3.488 6.263 11.533  C44 1.092
94 H -0.772 -2.771 -4.584  C71 1.170
95 H 4.792 5.218 0.716  C63 1.091
96 H 3.176 3.482 8.731  C64 1.091
97 H -0.125 -7.984 -9.500  C61 1.193
98 H 2.248 10.399 14.607  C37 1.094
99 H -3.892 -8.929 -4.792  C42 1.186
100 H 0.099 1.198 0.921  C57 1.095
101 H 3.458 7.896 9.108  C53 1.095
102 H 3.668 -7.516 -15.130  C54 1.094
103 H 1.031 3.874 3.406  C50 1.094
104 H 4.338 5.856 13.054  C44 1.091
105 H 1.460 9.357 15.788  C37 1.095
106 H -12.069 -6.977 -12.757  C43 1.092
107 H 0.343 2.379 -0.390  C57 1.094
108 H 3.408 9.256 21.969  C62 1.095
109 H -5.081 -7.467 -4.517  C42 1.177
110 H 1.481 9.334 8.982  C67 1.094
111 H -7.894 -5.568 -9.809  C70 1.094
112 H 2.541 5.870 12.998  C44 1.091
113 H -0.898 10.902 18.966  C36 1.092
114 H -4.187 -7.705 -2.059  C69 1.176
115 H 3.928 5.145 -0.848  C63 1.092
116 H -6.724 -6.565 -8.931  C70 1.094
117 H -0.790 -10.695 -6.719  C51 1.191
118 H 2.571 -6.579 -16.176  C54 1.095
119 H 4.484 9.474 15.230  C66 1.095
120 H 1.236 8.153 10.293  C67 1.095
121 H 2.534 10.670 16.333  C37 1.094
122 H 0.284 -0.446 -5.739  C40 1.190
123 H 3.276 12.311 21.913  C65 1.094
124 H 0.404 -4.201 -0.680  C45 1.092
125 H 2.728 11.321 23.263  C65 1.095
126 H 2.320 0.940 -0.264  C68 1.095
127 H -0.717 0.980 -0.625  C57 1.094
128 H -7.762 -8.623 -9.754  C58 1.095
129 H 3.950 6.674 0.080  C63 1.091
130 H 4.446 11.315 22.792  C65 1.094
131 H -0.117 9.322 19.273  C36 1.091
132 H 4.941 -5.691 -16.151  C55 1.095
133 H 2.215 -2.004 -16.422  C39 1.091
134 H 3.748 -1.443 -15.669  C39 1.091
135 H 0.943 -6.636 -8.545  C61 1.173
136 H -2.815 -3.883 -3.907  N33 1.055
137 H 1.343 -1.953 -5.281  C40 1.193
138 H -0.508 -8.804 -6.995  C51 1.170
139 H 0.420 7.935 8.747  C67 1.094
140 H 2.607 7.516 7.613  C53 1.095
141 H 3.740 8.549 16.532  C66 1.095
142 H 2.376 4.210 4.492  C50 1.095
143 H 2.033 6.684 4.083  C46 1.095
144 H -1.297 -4.599 -3.519  N33 1.061
145 H -8.442 -6.558 -8.459  C70 1.095
146 H 0.806 6.306 2.877  C46 1.095
147 H 1.470 0.561 -1.759  C68 1.095
148 H 2.038 -3.473 -0.641  C45 1.091
149 H -1.744 -1.935 -6.087  C71 1.189

Properties
- calculated total energy (a.u.) = -11855.2746
- largest force on an atom (eV/A) = 5.902
- gap between HOMO and LUMO (eV) = 7.8
- lowest unoccupied orbital energy (eV) = -3.6296
- total charge = +1